Molecular formula: C4H3NOS2
Method: DFT, wB97M-V/def2-TZVPD

Properties
* ΔE to the lowest compared entry with this formula, charge and spin: 4.334 eV

```
11
C4H3NOS2 (wB97M-V/def2-TZVPD)
C -0.8484 0.0339 -1.2626
C -0.1756 0.2626 -0.0590
C 1.4254 0.3189 1.5270
C 1.2826 0.3684 0.1149
H -2.9819 -0.9763 -0.3604
H -0.1617 -0.0924 -2.1745
H 2.2781 0.4818 2.0378
N 0.3717 -0.1228 2.0810
O -0.7147 -0.2280 1.2290
S -2.5586 -0.4735 -1.6936
S 2.0831 0.4274 -1.4395
```

Here are the natural (NBO) charges for atoms 1 to 4, given in e:
1 C -0.246
2 C 0.102
3 C -0.083
4 C -0.123

---

Molecular formula: C3H7OS
Method: DFT, wB97M-V/def2-TZVPD

Properties
* ΔE to the lowest compared entry with this formula, charge and spin: 1.528 eV
* charge: -1

```
12
C3H7OS (wB97M-V/def2-TZVPD)
C 0.6858 0.9837 1.0155
O 0.8152 0.3806 2.1990
C 0.5090 -0.0027 -0.1891
C -0.8947 -0.5456 -0.1604
S -1.2536 -1.7594 -1.5247
H 1.5675 1.6241 0.7363
H -0.2148 1.6713 0.9163
H 0.7572 0.5774 -1.0863
H 1.1645 -0.8313 0.0256
H -1.6715 0.2029 -0.2579
H -0.9992 -1.1082 0.7650
H -0.4654 -1.1926 -2.4395
```

Here are the natural (NBO) charges for atoms 1 to 4, given in e:
1 C 0.014
2 O -0.950
3 C -0.469
4 C -0.465

---

Molecular formula: CH3NO
Method: DFT, wB97M-V/def2-TZVPD

Properties
* ΔE to the lowest compared entry with this formula, charge and spin: 1.138 eV

```
6
CH3NO (wB97M-V/def2-TZVPD)
C 1.0654 -0.2461 0.0025
N 0.0143 0.5230 -0.0075
O 2.2093 0.0733 0.0098
H 0.9168 -1.6574 -0.0444
H -0.9525 0.1774 -0.1689
H -0.0109 1.5193 0.1261
```

Here are the natural (NBO) charges for atoms 1 to 4, given in e:
1 C 0.574
2 N -0.835
3 O -0.596
4 H 0.047